No. 1
DFT (wB97M-V/def2-TZVPD) results for C25H30N4O3 in the gas phase.

Values from the calculation:
- Lowest unoccupied orbital energy: 0.5 eV
- Electronic energy: -38514.7820 eV
- F_max: 0.80 eV/Å
- Energy above the lowest of the compared OMol25 structures with the same formula, charge and spin: 319.35 kJ/mol
- Gap between HOMO and LUMO: 8.651 eV

Geometry as XYZ:
```
62
C25H30N4O3, DFT wB97M-V/def2-TZVPD
C 8.60 0.94 -0.03
H -7.28 0.89 0.75
H 0.66 -1.63 -2.04
C -5.83 -2.61 0.16
H 10.48 1.97 0.06
H 1.36 1.76 0.10
C 4.64 -0.31 -0.87
N -0.66 3.15 -0.11
H 6.92 -2.25 1.53
H 2.67 -0.03 1.19
H 6.27 1.04 -1.12
C -7.70 -1.22 0.75
C 5.93 0.14 -0.63
N 1.81 -0.82 -0.52
C -4.84 1.10 0.09
H -2.18 -2.67 -1.10
N -3.48 1.03 0.10
C 2.75 -1.92 -0.54
C -6.89 -0.11 0.59
H 1.19 -0.96 1.50
H -1.37 5.08 -0.37
C 4.15 -1.45 -0.25
C -0.35 0.08 -1.20
O -5.45 2.14 0.00
O 8.04 -0.21 0.55
H 8.60 0.85 -1.13
H -3.16 -3.55 0.09
H 2.73 -2.36 -1.55
H 0.15 0.78 -1.87
H 10.60 0.21 0.22
H -1.32 -0.18 -1.63
O -3.70 -1.59 -0.38
H -1.06 0.08 0.84
C 6.27 -1.71 0.86
H 0.00 -1.91 -0.41
H 0.76 1.47 1.74
C -0.52 0.75 0.16
H -3.05 0.12 0.14
C -2.63 2.12 -0.01
H -3.77 -3.29 -1.57
C 1.68 -0.25 0.81
H -3.85 3.93 -0.26
H -5.44 -3.60 -0.01
N -1.28 1.97 0.04
H 8.00 1.83 0.24
C -5.02 -1.49 0.00
H 4.63 -3.04 1.11
C 4.99 -2.15 0.62
C -3.19 -2.85 -0.76
C -2.89 3.46 -0.19
C 0.52 -1.17 -1.06
C 6.76 -0.56 0.24
C -1.62 4.05 -0.24
H 10.00 1.18 1.57
C -7.16 -2.47 0.54
H -8.73 -1.11 1.04
C 10.02 1.09 0.49
H 2.47 -2.72 0.17
C 0.86 1.04 0.74
H 3.99 0.24 -1.54
H -7.76 -3.36 0.65
C -5.55 -0.21 0.23
```



No. 2
DFT (wB97M-V/def2-TZVPD) results for a gas-phase ion, C25H30NO2 (charge +1).

Values from the calculation:
- Lowest unoccupied orbital energy: -3.9 eV
- Electronic energy: -31990.9106 eV
- F_max: 0.63 eV/Å
- Energy above the lowest of the compared OMol25 structures with the same formula, charge and spin: 0.00 kJ/mol
- Gap between HOMO and LUMO: 7.172 eV
- Charge: +1

Geometry as XYZ:
```
58
C25H30NO2, DFT wB97M-V/def2-TZVPD
H -1.87 1.51 -2.76
H -5.39 -0.68 0.95
H -3.95 -1.00 -0.04
C -3.02 -3.18 1.08
C -0.65 2.03 -0.13
H 5.06 -4.80 0.12
C 3.51 1.28 0.71
H -1.09 -0.40 2.28
H -3.15 -4.24 1.31
H -1.95 4.06 -1.49
C -2.00 2.22 -0.41
C -0.28 1.07 0.86
H -2.11 -2.84 1.56
O -3.63 -0.04 1.80
C -2.47 2.43 -2.86
H 2.44 3.06 -1.02
C 4.53 -2.78 -0.38
H 5.47 -2.87 1.55
H 4.10 1.99 0.13
H 5.71 -4.24 -1.45
H -3.57 3.36 -1.24
C 4.92 -2.25 0.85
H 4.01 -4.64 -1.27
C 1.43 -0.20 2.17
C 1.66 2.51 -0.50
C -2.53 3.14 -1.47
C -4.25 -2.40 1.57
C 2.04 1.54 0.47
C 0.37 2.75 -0.79
H -5.14 -2.95 1.27
H -3.89 1.64 0.05
H 3.52 -2.35 -2.22
C 1.08 0.83 1.16
H 4.90 -0.56 2.17
C -1.31 0.34 1.52
C 4.60 -0.95 1.21
H -4.22 -2.35 2.65
C 4.86 -4.19 -0.77
C 1.60 0.05 3.46
C -4.36 -1.01 0.98
H 0.12 3.50 -1.53
H -4.30 2.88 -3.87
H 3.71 1.43 1.77
H 1.79 -0.75 4.16
C -2.60 0.56 1.21
H 1.57 -1.21 1.80
C -3.86 2.03 -3.35
H -4.52 1.76 -2.52
C 3.89 -0.14 0.34
C 3.51 -0.65 -0.90
H -2.89 -3.09 0.00
C 3.83 -1.95 -1.26
H 1.57 1.05 3.87
O -1.89 3.24 -3.87
H -1.19 3.79 -3.51
H -3.81 1.18 -4.03
N -2.91 1.50 0.26
H 2.96 -0.04 -1.60
```



No. 3
DFT (wB97M-V/def2-TZVPD) results for 3 unconnected molecules or ions with the total composition C25H31BClF16INO10PS2.

Values from the calculation:
- Lowest unoccupied orbital energy: -2.2 eV
- Electronic energy: -144121.8124 eV
- F_max: 7.88 eV/Å
- Gap between HOMO and LUMO: 5.740 eV

Geometry as XYZ:
```
89
C25H31BClF16INO10PS2, DFT wB97M-V/def2-TZVPD
H -6.51 -0.77 -0.29
H -0.59 -0.03 -3.58
H -2.88 2.19 -3.58
F 2.77 2.97 -5.47
H 5.97 -0.07 4.50
C -3.85 -3.01 -1.88
H 6.86 -1.25 5.41
F 3.22 5.21 -1.76
O -4.93 -5.28 -2.22
O -6.34 -0.69 0.68
H 0.99 1.55 2.30
H -2.02 -0.79 1.74
C -0.36 -1.81 -2.29
H -3.02 -6.01 -0.62
C 3.88 -0.11 6.12
I 1.86 -0.57 0.27
F 6.62 -2.71 3.61
C 0.06 -0.37 1.50
C 4.81 2.10 -4.57
N -2.95 -0.24 -2.49
F 1.51 -0.21 6.27
O 0.04 2.27 -0.16
H 5.30 4.21 -4.20
F 2.53 -2.00 5.58
S -1.77 2.10 -2.75
H 2.66 -1.33 7.45
C -0.25 -3.13 -2.23
C -1.36 -0.55 0.81
F 3.84 0.49 4.92
H -3.75 -3.21 -3.02
C 3.97 2.45 -5.80
C 3.16 4.19 -2.65
H -2.82 -2.78 -1.43
C 5.46 -2.18 4.11
F 3.98 0.89 7.03
C -5.00 3.19 1.18
O 4.36 3.45 -2.48
H 0.06 -4.19 -2.57
P -4.64 -0.65 1.03
F 4.29 -2.89 2.17
H -4.66 4.15 0.60
H -3.91 -5.24 0.85
H 4.49 3.17 -6.44
F 0.78 4.08 -2.59
F 3.39 -1.28 3.30
C -2.02 0.55 -0.15
O -4.66 -1.76 -1.73
C -3.80 -0.65 -1.54
O -4.90 2.03 -1.95
C -1.82 0.46 -1.79
H -5.81 3.57 1.93
H -1.35 -1.57 0.23
H 6.17 3.05 -3.24
F 4.22 1.12 -3.84
C -0.51 -0.22 -2.43
H 0.16 -1.32 2.18
C -3.61 0.34 -0.22
S -4.52 0.13 2.83
H -4.13 2.82 1.86
H -5.56 2.76 -1.94
C -3.44 -5.02 -0.20
H 0.40 0.40 -2.12
C 0.16 0.82 2.63
H 0.46 0.41 3.67
H -3.25 -2.47 1.18
F 3.72 1.34 -6.54
F 4.89 -3.16 4.85
C -4.53 -4.31 -1.21
H -0.86 1.37 2.72
F 5.99 1.57 -5.02
F 1.83 2.28 -3.21
O -4.22 -2.30 1.20
O -5.61 2.17 0.36
C 5.17 3.28 -3.65
H 1.89 2.99 -1.35
H -4.76 -6.19 -1.88
C 2.64 -0.95 6.42
F 3.16 4.77 -3.87
O -1.97 3.06 0.51
O 5.08 -0.86 6.24
C -1.36 2.03 0.05
H 5.08 -1.07 2.27
C 4.57 -1.80 2.92
Cl -3.31 -0.55 -4.13
H -2.52 -4.34 0.01
C 1.91 3.35 -2.38
B -4.67 1.55 -0.59
C 5.86 -1.02 5.04
H -5.40 -3.98 -0.52
```



No. 4
DFT (wB97M-V/def2-TZVPD) results for a molecular structure, C25H31BaClN2OSi.

Values from the calculation:
- Lowest unoccupied orbital energy: -0.8 eV
- Electronic energy: -52551.1300 eV
- F_max: 0.63 eV/Å
- Energy above the lowest of the compared OMol25 structures with the same formula, charge and spin: 9.66 kJ/mol
- Gap between HOMO and LUMO: 5.228 eV

Geometry as XYZ:
```
62
C25H31BaClN2OSi, DFT wB97M-V/def2-TZVPD
H 2.80 1.84 2.31
C -2.03 -2.86 2.02
H 1.51 3.81 2.70
H 1.81 4.06 -3.31
C -1.80 -3.55 -1.60
C 1.67 2.08 -2.38
C 2.29 1.64 1.36
H -2.14 -1.73 -4.44
H 0.70 4.70 1.41
H 1.16 1.32 -4.35
H -0.50 4.32 -2.24
H 2.12 0.11 -1.56
H 3.58 4.08 1.34
C -1.55 -2.21 4.34
H 2.99 1.10 0.72
Ba -1.76 0.24 -0.13
C -1.98 -3.87 -4.37
C -2.57 -4.03 2.50
N -1.16 -0.66 2.51
C 2.63 0.93 -2.08
C -2.58 -4.33 3.87
C -1.73 -4.83 -2.19
C 3.05 3.80 0.42
O -1.92 -1.21 -1.93
H -2.06 -4.00 -5.44
C -1.56 -1.89 2.97
H -0.40 1.17 2.99
C -1.93 -2.41 -2.42
H 2.78 4.73 -0.10
H 3.75 3.26 -0.21
H -3.00 -5.27 4.21
H -1.61 -5.70 -1.55
H 0.84 5.10 -1.39
C -2.06 -3.45 4.78
C -0.70 0.21 3.38
C -1.03 -1.25 5.23
H -0.19 0.71 5.42
H 3.24 3.62 -2.37
C -2.03 -2.61 -3.82
H -0.08 2.37 -3.66
C 2.47 3.23 -3.03
Cl -1.74 -6.57 -4.26
H 1.45 0.97 1.56
H 3.04 0.52 -3.02
H 2.96 2.88 -3.95
H -3.01 -4.72 1.80
C 1.81 2.95 0.72
H -1.55 -4.50 0.30
H 0.10 0.71 -3.07
C -0.60 -0.05 4.76
C 0.96 3.70 1.76
C 0.65 1.59 -3.42
C -1.82 -4.99 -3.54
N -1.97 -2.54 0.64
H 3.47 1.25 -1.47
H 0.02 3.17 1.97
Si 0.65 2.61 -0.81
H -0.68 4.75 -0.55
C 0.03 4.36 -1.29
H -0.99 -1.48 6.29
H -2.05 -3.68 5.84
C -1.76 -3.53 -0.16
```



No. 5
DFT (wB97M-V/def2-TZVPD) results for a molecular structure, C25H31Br36F8N3O2P.

Values from the calculation:
- Lowest unoccupied orbital energy: -2.7 eV
- Electronic energy: -2587539.2350 eV
- F_max: 3.14 eV/Å
- Gap between HOMO and LUMO: 8.467 eV
- Charge: +1

Geometry as XYZ:
```
106
C25H31Br36F8N3O2P, DFT wB97M-V/def2-TZVPD
C -0.28 1.56 2.13
H 3.40 -4.78 0.81
Br -10.66 2.13 0.25
Br -6.71 4.02 9.25
C 3.74 -3.94 0.19
C 0.36 6.04 3.38
Br -6.52 4.46 3.68
C 4.64 2.47 -3.40
H -12.63 2.00 1.75
Br 1.28 -8.93 -3.60
Br -6.81 0.15 -1.80
C -4.71 4.14 4.25
H 0.59 0.46 -0.99
H 2.87 3.03 2.67
F 4.23 -3.91 -4.69
F 4.92 -4.62 -2.40
Br 3.51 -5.81 -8.88
Br 3.82 -7.56 -4.96
Br 1.53 4.52 3.59
H 4.16 -1.63 2.36
H -1.39 0.80 0.40
H 3.56 1.02 3.63
H 1.18 3.08 1.60
F 2.44 -4.86 -3.92
H -4.22 5.10 4.32
C 3.02 -4.10 -1.18
C 4.73 -0.72 0.51
H -0.58 -0.43 1.38
H 0.90 6.92 3.70
Br 4.19 -10.14 -3.11
O 3.36 -2.75 0.87
H 2.95 -1.56 -3.89
H 3.25 -3.75 -7.55
F 2.48 -2.47 -5.58
H 0.41 0.99 2.77
H 1.41 5.33 -4.02
Br 5.08 2.08 -8.44
Br -0.50 4.46 -2.70
Br 3.40 3.48 -4.48
C 2.52 -0.36 -0.66
F 1.83 -3.47 -1.18
Br -0.18 7.20 -4.30
Br -8.29 1.29 9.70
C 3.40 -0.05 0.30
Br -5.67 -0.69 4.14
Br -5.52 1.28 8.14
H -6.68 2.28 -0.56
C 3.16 -8.54 -3.44
F 4.51 -2.50 -2.25
H -4.99 0.80 2.29
H 5.35 1.95 1.20
H 4.82 -4.03 0.02
Br 7.19 1.11 -6.26
H 2.57 -1.11 -1.44
H 3.28 -7.91 -2.57
H 4.94 1.61 -3.99
Br -6.89 3.15 -2.86
C 1.67 1.27 0.61
Br -10.87 2.50 3.41
H 5.25 -0.95 -0.42
Br 2.93 -2.82 -9.82
C 0.65 2.28 1.09
H 5.42 -0.12 1.12
C 0.73 5.81 -3.33
C 3.75 -3.95 -8.49
Br -0.08 6.29 1.52
C 3.23 -3.78 -3.78
H 5.36 -2.60 1.53
H 0.06 2.67 0.25
Br -4.32 2.08 -1.30
H -6.03 1.97 10.45
H 6.44 0.02 -8.36
Br -11.71 -0.27 2.08
C -11.62 1.64 1.86
Br -4.21 -3.33 7.65
Br 4.59 -0.65 -6.88
Br -1.21 5.88 4.48
Br 3.82 1.78 -1.79
Br -6.96 -4.95 7.52
Br -6.97 -1.82 8.15
Br -4.63 3.32 5.99
C -6.09 -3.26 7.22
Br -5.33 -1.30 1.02
Br -3.73 3.11 2.94
C 4.46 -2.00 1.37
C -1.17 0.51 1.45
C -6.24 1.96 -1.50
N 5.08 2.25 2.13
Br 5.61 -3.51 -8.24
C 5.90 0.57 -7.59
C -6.56 2.12 9.52
C -5.75 0.03 2.36
P 3.62 1.83 2.47
H -6.16 -3.04 6.16
C 2.46 -2.49 -4.21
F 1.17 -2.51 -3.85
Br 1.80 6.52 -1.89
O -2.31 0.26 2.22
H -0.84 2.28 2.73
F 2.77 -5.43 -1.29
C 3.92 -3.72 -2.38
Br -7.45 0.88 2.00
Br 6.24 3.46 -3.03
H -2.73 -0.57 1.97
N 2.89 0.99 1.10
N 1.43 0.49 -0.42
```



No. 6
DFT (wB97M-V/def2-TZVPD) results for a molecular structure, C25H31BrIN2STi.

Values from the calculation:
- Lowest unoccupied orbital energy: -3.8 eV
- Electronic energy: -141497.2673 eV
- F_max: 2.74 eV/Å
- Energy above the lowest of the compared OMol25 structures with the same formula, charge and spin: 0.00 kJ/mol
- Gap between HOMO and LUMO: 7.202 eV
- Charge: +1

Geometry as XYZ:
```
62
C25H31BrIN2STi, DFT wB97M-V/def2-TZVPD
H 3.04 3.55 0.68
H 2.36 -0.16 -4.35
C 0.94 3.11 0.94
H -1.77 0.38 -5.59
C 3.72 -2.48 2.19
H -3.38 -3.23 0.10
Ti -0.27 0.56 -0.32
C -1.58 -1.99 2.14
Br 2.00 -3.62 4.23
C 0.58 3.51 -0.35
C -3.43 4.19 -0.71
N -0.41 0.60 -2.47
C 2.26 3.54 1.45
C -0.65 -3.41 0.31
H -2.23 -2.76 2.54
H -0.55 -2.08 2.58
H -4.08 2.55 1.40
C 5.65 -3.59 1.29
C 5.23 -4.79 1.89
C -1.50 -2.14 0.59
H -2.00 1.72 1.86
H 5.24 -1.51 0.99
H 1.27 4.03 -0.97
H 5.78 -5.73 1.73
H 2.18 4.56 1.83
N -0.88 -0.98 0.05
C 0.94 0.38 -2.74
H -3.13 4.57 -1.68
H -4.52 4.31 -0.68
H -5.02 2.06 -0.01
H -1.09 -4.32 0.69
H -1.95 -1.03 2.43
C -3.05 2.75 -0.49
H -3.48 -1.42 0.05
H 0.32 -3.29 0.74
C -0.98 0.31 -4.79
C 0.00 2.39 1.74
H -2.59 -2.36 -1.18
H -3.69 1.03 0.63
H 6.51 -3.58 0.66
C 3.34 -3.63 2.87
C 0.35 -0.03 -5.07
H -0.96 3.76 -1.82
C -4.02 2.02 0.45
H 3.63 -5.72 3.03
H -0.49 -3.59 -0.75
C -1.63 2.69 -0.05
C 1.33 0.03 -4.07
H -2.96 4.81 0.08
C -1.35 0.52 -3.47
C 4.04 -4.80 2.63
C 4.93 -2.45 1.45
H 0.70 -0.22 -6.09
H 0.26 2.04 2.72
H -3.07 2.23 -1.50
I 2.64 -0.66 2.31
C -0.69 3.36 -0.83
C -1.28 2.15 1.19
C -2.88 -2.29 -0.16
H 2.62 2.89 2.24
H -2.36 0.76 -3.18
S 2.02 0.49 -1.40
```



Copy entry 6 word for word.
DFT (wB97M-V/def2-TZVPD) results for a molecular structure, C25H31BrIN2STi.

Values from the calculation:
- Lowest unoccupied orbital energy: -3.8 eV
- Electronic energy: -141497.2673 eV
- F_max: 2.74 eV/Å
- Energy above the lowest of the compared OMol25 structures with the same formula, charge and spin: 0.00 kJ/mol
- Gap between HOMO and LUMO: 7.202 eV
- Charge: +1

Geometry as XYZ:
```
62
C25H31BrIN2STi, DFT wB97M-V/def2-TZVPD
H 3.04 3.55 0.68
H 2.36 -0.16 -4.35
C 0.94 3.11 0.94
H -1.77 0.38 -5.59
C 3.72 -2.48 2.19
H -3.38 -3.23 0.10
Ti -0.27 0.56 -0.32
C -1.58 -1.99 2.14
Br 2.00 -3.62 4.23
C 0.58 3.51 -0.35
C -3.43 4.19 -0.71
N -0.41 0.60 -2.47
C 2.26 3.54 1.45
C -0.65 -3.41 0.31
H -2.23 -2.76 2.54
H -0.55 -2.08 2.58
H -4.08 2.55 1.40
C 5.65 -3.59 1.29
C 5.23 -4.79 1.89
C -1.50 -2.14 0.59
H -2.00 1.72 1.86
H 5.24 -1.51 0.99
H 1.27 4.03 -0.97
H 5.78 -5.73 1.73
H 2.18 4.56 1.83
N -0.88 -0.98 0.05
C 0.94 0.38 -2.74
H -3.13 4.57 -1.68
H -4.52 4.31 -0.68
H -5.02 2.06 -0.01
H -1.09 -4.32 0.69
H -1.95 -1.03 2.43
C -3.05 2.75 -0.49
H -3.48 -1.42 0.05
H 0.32 -3.29 0.74
C -0.98 0.31 -4.79
C 0.00 2.39 1.74
H -2.59 -2.36 -1.18
H -3.69 1.03 0.63
H 6.51 -3.58 0.66
C 3.34 -3.63 2.87
C 0.35 -0.03 -5.07
H -0.96 3.76 -1.82
C -4.02 2.02 0.45
H 3.63 -5.72 3.03
H -0.49 -3.59 -0.75
C -1.63 2.69 -0.05
C 1.33 0.03 -4.07
H -2.96 4.81 0.08
C -1.35 0.52 -3.47
C 4.04 -4.80 2.63
C 4.93 -2.45 1.45
H 0.70 -0.22 -6.09
H 0.26 2.04 2.72
H -3.07 2.23 -1.50
I 2.64 -0.66 2.31
C -0.69 3.36 -0.83
C -1.28 2.15 1.19
C -2.88 -2.29 -0.16
H 2.62 2.89 2.24
H -2.36 0.76 -3.18
S 2.02 0.49 -1.40
```